ORCA calculation (the ωB97M-V functional and the def2-TZVPD basis) on C19H35NO2P2W as an isolated structure in a non-equilibrium geometry.

For the orbital gap (spin up / spin down), the calculation gives 6.74 / 6.76 eV. The calculation puts the LUMO energy (spin up / spin down) at -6.471 / -6.553 eV. As for the expectation value of S²: 2.02. Its total charge is +2. As for the spin multiplicity: 3. The total energy comes out at -46238.7579 eV.

Each line ends with the natural charge from an NBO analysis.
Geometry (Å):
P1 0.020 -2.181 -2.156  1.609
P2 0.196 1.702 -1.982  1.550
C1 -0.345 -0.841 -3.344  -0.758
C2 0.485 0.449 -3.318  -0.722
H1 -1.422 -0.620 -3.307  0.274
H2 -0.173 -1.300 -4.329  0.295
H3 1.563 0.242 -3.392  0.261
H4 0.207 1.034 -4.217  0.293
C3 -1.360 2.426 -2.524  -0.980
H5 -1.777 3.155 -1.803  0.298
H6 -2.103 1.628 -2.733  0.269
H7 -1.101 2.939 -3.464  0.270
C4 1.531 2.824 -2.426  -0.983
H8 1.219 3.284 -3.368  0.268
H9 2.456 2.258 -2.572  0.261
H10 1.708 3.607 -1.683  0.279
C5 -1.202 -3.431 -2.470  -0.989
H11 -1.199 -4.180 -1.674  0.295
H12 -0.965 -3.911 -3.427  0.291
H13 -2.198 -2.987 -2.532  0.285
C6 1.613 -2.866 -2.727  -0.981
H14 2.420 -2.111 -2.767  0.263
H15 1.506 -3.292 -3.739  0.283
H16 1.943 -3.675 -2.054  0.280
W1 0.318 -0.507 1.659  1.529
C7 0.359 1.807 -0.143  -0.499
C8 -0.852 1.192 0.548  -0.621
C9 -1.749 0.272 -0.270  -0.377
C10 -2.087 -1.044 0.419  -0.448
C11 -0.859 -1.913 0.567  -0.496
C12 0.352 -1.919 -0.368  -0.546
C13 1.365 -0.650 -0.330  -0.574
C14 1.472 0.877 0.356  -0.394
C15 0.948 -1.984 2.992  -1.109
H17 0.563 2.876 0.086  0.297
H18 -1.359 1.862 1.254  0.262
H19 -1.220 -0.003 -1.220  0.123
H20 -2.653 0.829 -0.612  0.231
H21 -2.525 -0.839 1.398  0.281
H22 -2.868 -1.556 -0.155  0.217
H23 -1.059 -2.909 0.976  0.263
H24 0.933 -2.841 -0.153  0.299
H25 1.315 -0.280 -1.389  0.260
H26 2.384 -1.060 -0.321  0.280
H27 1.542 0.866 1.517  0.267
H28 2.488 1.228 0.086  0.298
H29 1.862 -1.653 3.521  0.260
H30 1.104 -2.937 2.450  0.218
H31 0.096 -2.077 3.702  0.269
O1 2.149 1.623 3.653  -0.595
C16 0.997 1.482 4.032  0.708
C17 0.364 2.160 5.245  -0.513
C18 -1.094 1.812 5.187  -0.513
C19 -1.252 0.915 3.953  0.710
O2 -2.307 0.478 3.519  -0.590
N1 0.001 0.764 3.353  -0.739
H32 0.846 1.778 6.143  0.261
H33 0.554 3.235 5.197  0.255
H34 -1.424 1.274 6.077  0.259
H35 -1.732 2.693 5.077  0.254